No. 1
Here is 9 unconnected molecules or ions with the total composition C13H41O15 at a distorted geometry from OMol25. Energies are from wB97M-V/def2-TZVPD.

The calculated total energy is -1648.228002 Eh. The HOMO energy (spin up / spin down) comes out at -9.808 / -9.807 eV. As for the expectation value of S²: 0.7568. The value obtained for the molecular weight is 437.46 g mol⁻¹.

ORCA input file:
```
! RIJCOSX wB97M-V def2-TZVPD def2/J DEFGRID3
* xyz 0 2
O 16.6246 15.4214 5.7718
C 15.9055 16.0422 6.7606
O 14.6921 15.7556 6.7858
O 16.4190 16.9000 7.5042
H 17.4769 15.7311 6.0867
C 15.6237 17.9383 10.4771
O 16.5733 18.6109 9.6944
H 15.0827 17.1591 9.9402
H 16.0312 17.4532 11.3641
H 14.9756 18.7385 10.8344
H 16.6336 18.1017 8.8828
C 19.7868 14.3485 4.3062
O 19.5235 13.0932 3.8113
H 18.8907 14.8176 4.7124
H 20.6544 14.4785 4.9531
H 19.9607 15.0094 3.4571
H 19.0051 12.4965 4.3561
C 14.1167 20.3175 8.0445
O 14.0986 19.1727 7.1806
H 14.1307 20.0311 9.0961
H 14.8246 21.1024 7.7786
H 13.1232 20.7619 7.9837
H 14.5771 18.4956 7.6646
C 11.9671 13.8012 6.3069
O 13.2945 13.2871 6.2948
H 11.6351 14.3248 5.4104
H 11.2514 12.9867 6.4187
H 11.7982 14.4889 7.1355
H 13.8806 14.0457 6.2444
C 20.0570 16.9652 8.4793
C 20.3716 15.7687 7.5616
O 19.2136 15.0071 7.4622
O 19.1035 17.8199 7.8644
H 20.9786 17.4419 8.8132
H 19.6156 16.7714 9.4568
H 21.1391 15.1968 8.0832
H 20.7965 16.0756 6.6059
H 19.0243 14.6921 8.3491
H 18.2971 17.2990 7.8572
C 18.4902 19.4561 4.6729
C 18.1993 18.0118 4.2485
O 18.4088 17.9254 2.8501
O 17.6446 20.2364 3.9236
H 19.5185 19.7392 4.4483
H 18.2773 19.6700 5.7203
H 17.1722 17.8037 4.5485
H 18.7757 17.2604 4.7882
H 17.9230 17.2555 2.3634
H 16.7625 20.1382 4.2895
C 15.3930 12.7132 8.9451
C 14.8089 13.8587 9.7722
O 13.7528 14.5282 9.1614
O 14.7564 11.4061 9.0900
H 16.4454 12.6071 9.2083
H 15.3158 12.9942 7.8948
H 15.6069 14.5853 9.9250
H 14.5647 13.4844 10.7664
H 14.1547 15.0900 8.4947
H 15.0728 10.8691 8.3598
C 13.9270 15.1405 3.4016
C 12.7099 14.4149 2.7606
O 11.5854 15.2925 2.7143
O 14.9599 14.2622 3.9127
H 13.5628 15.6366 4.3013
H 14.3088 15.9082 2.7286
H 12.3807 13.5140 3.2783
H 13.0169 13.9932 1.8036
H 10.8702 14.9022 2.2066
H 15.3805 14.7454 4.6277
*
```

These are the Mulliken partial charges, in e, on atoms 1 to 2: O -0.482; C 0.847



No. 2
Here is 2 unconnected molecules or ions with the total composition C2H8NO at a distorted geometry from OMol25. Energies are from wB97M-V/def2-TZVPD.

The calculated total energy is -210.938129 Eh. Its energy above the lowest of the compared OMol25 structures with the same formula, charge and spin is 28.9 kcal/mol. The HOMO energy comes out at -2.718 eV. The value obtained for the molecular weight is 62.09 g mol⁻¹.

ORCA input file:
```
! RIJCOSX wB97M-V def2-TZVPD def2/J DEFGRID3
* xyz -1 1
O -0.6417 0.5247 2.2034
H -0.7455 1.4668 2.6058
C 1.2377 -0.7789 -0.3553
N 0.3846 0.4057 -0.2220
C -0.9365 0.3173 -0.8509
H 1.2141 -1.0489 -1.4531
H 0.7567 -1.6536 0.1034
H 2.1878 -0.7090 0.1877
H 0.2730 0.4935 0.8369
H -1.0003 -0.4372 -1.8123
H -1.6305 0.0877 -0.0961
H -1.0995 1.3319 -1.1476
*
```

These are the Mulliken partial charges, in e, on atoms 1 to 2: O -1.125; H 0.151



- molecular weight of number 1 (C13H41O15)?
  437.46 g mol⁻¹